Here is a 8-piece molecular cluster, C88H204F2N3O6P5S2 overall from the OMol25 dataset. Energies are from the ωB97M-V functional and the def2-TZVPD basis.

Computed properties:
**HOMO-LUMO gap**: 8.8791 eV
**E**: -6791.53793 hartree
**Total charge**: +6

Each atom is followed by the atoms it is bonded to, with distances in Å.
CARTESIAN COORDINATES (ANGSTROEM)
1 C -20.442 16.294 21.154  C2 1.514, H10 1.090, H11 1.090, H12 1.090
2 C -18.982 15.895 21.144  C1 1.514, C3 1.512, N6 1.568, H13 1.090
3 C -18.265 15.937 22.475  C2 1.512, O4 1.401, H14 1.090, H15 1.090
4 O -18.085 17.214 23.022  C3 1.401, C5 1.383
5 C -16.961 17.943 22.678  O4 1.383, H16 1.090, H17 1.090, H18 1.090
6 N -18.762 14.509 20.442  C2 1.568, H7 1.010, H8 1.010, H9 1.010
7 H -19.297 13.750 20.840  N6 1.010
8 H -18.961 14.389 19.460  N6 1.010
9 H -17.825 14.176 20.617  N6 1.010
10 H -21.070 16.166 20.272  C1 1.090
11 H -20.660 17.312 21.476  C1 1.090
12 H -20.856 15.679 21.953  C1 1.090
13 H -18.469 16.590 20.479  C2 1.090
14 H -17.327 15.400 22.332  C3 1.090
15 H -18.846 15.271 23.112  C3 1.090
16 H -17.134 18.917 23.136  C5 1.090
17 H -16.953 18.350 21.666  C5 1.090
18 H -15.950 17.721 23.019  C5 1.090
19 C -22.577 25.251 24.135  C20 1.549, H28 1.090, H29 1.090, H30 1.090
20 C -22.739 26.551 24.961  C19 1.549, C21 1.528, N24 1.526, H31 1.090
21 C -24.168 26.755 25.460  C20 1.528, O22 1.477, H32 1.090, H33 1.090
22 O -24.940 26.999 24.224  C21 1.477, C23 1.446
23 C -26.338 26.760 24.505  O22 1.446, H34 1.090, H35 1.090, H36 1.090
24 N -21.777 26.539 26.146  C20 1.526, H25 1.010, H26 1.010, H27 1.010
25 H -22.019 27.176 26.892  N24 1.010
26 H -21.708 25.574 26.435  N24 1.010
27 H -20.798 26.642 25.918  N24 1.010
28 H -22.447 24.314 24.676  C19 1.090
29 H -21.870 25.394 23.317  C19 1.090
30 H -23.517 25.028 23.630  C19 1.090
31 H -22.340 27.380 24.377  C20 1.090
32 H -24.347 27.527 26.208  C21 1.090
33 H -24.429 25.797 25.910  C21 1.090
34 H -26.563 25.732 24.789  C23 1.090
35 H -26.999 26.965 23.662  C23 1.090
36 H -26.769 27.328 25.328  C23 1.090
37 C -36.540 21.510 24.079  C38 1.607, H54 1.090, H55 1.090, H56 1.090
38 C -35.279 20.560 23.778  C37 1.607, C39 1.546, H57 1.090, H58 1.090
39 C -34.234 21.002 22.728  C38 1.546, C40 1.543, H59 1.090, H60 1.090
40 C -34.529 20.754 21.234  C39 1.543, P41 1.824, H61 1.090, H62 1.090
41 P -33.431 21.595 20.045  C40 1.824, C42 1.821, C46 1.829, C50 1.825
42 C -33.936 21.261 18.328  P41 1.821, C43 1.584, H63 1.090, H64 1.090
43 C -35.488 21.056 18.084  C42 1.584, C44 1.576, H65 1.090, H66 1.090
44 C -36.083 21.014 16.625  C43 1.576, C45 1.560, H67 1.090, H68 1.090
45 C -36.135 22.419 15.948  C44 1.560, H69 1.090, H70 1.090, H71 1.090
46 C -31.769 20.915 20.389  P41 1.829, C47 1.543, H72 1.090, H73 1.090
47 C -30.599 21.512 19.579  C46 1.543, C48 1.566, H74 1.090, H75 1.090
48 C -29.340 20.612 19.340  C47 1.566, C49 1.581, H76 1.090, H77 1.090
49 C -28.677 20.169 20.705  C48 1.581, H78 1.090, H79 1.090, H80 1.090
50 C -33.450 23.351 20.546  P41 1.825, C51 1.569, H81 1.090, H82 1.090
51 C -34.797 24.126 20.761  C50 1.569, C52 1.491, H83 1.090, H84 1.090
52 C -34.655 25.569 21.107  C51 1.491, C53 1.577, H85 1.090, H86 1.090
53 C -35.915 26.077 21.907  C52 1.577, H87 1.090, H88 1.090, H89 1.090
54 H -37.326 21.481 23.325  C37 1.090
55 H -36.313 22.572 24.170  C37 1.090
56 H -37.017 21.140 24.987  C37 1.090
57 H -35.703 19.607 23.460  C38 1.090
58 H -34.825 20.388 24.754  C38 1.090
59 H -33.284 20.537 22.989  C39 1.090
60 H -33.906 22.034 22.849  C39 1.090
61 H -35.417 21.306 20.927  C40 1.090
62 H -34.582 19.671 21.115  C40 1.090
63 H -33.404 20.341 18.089  C42 1.090
64 H -33.596 22.140 17.780  C42 1.090
65 H -36.221 21.567 18.709  C43 1.090
66 H -35.650 20.034 18.426  C43 1.090
67 H -37.010 20.447 16.707  C44 1.090
68 H -35.471 20.306 16.065  C44 1.090
69 H -35.106 22.774 15.903  C45 1.090
70 H -36.609 23.170 16.580  C45 1.090
71 H -36.532 22.579 14.946  C45 1.090
72 H -31.668 19.856 20.150  C46 1.090
73 H -31.733 20.919 21.478  C46 1.090
74 H -30.423 22.451 20.102  C47 1.090
75 H -30.916 21.684 18.550  C47 1.090
76 H -28.613 20.939 18.597  C48 1.090
77 H -29.698 19.681 18.900  C48 1.090
78 H -28.599 20.915 21.495  C49 1.090
79 H -27.673 19.856 20.417  C49 1.090
80 H -29.076 19.232 21.094  C49 1.090
81 H -32.717 23.870 19.928  C50 1.090
82 H -32.926 23.245 21.496  C50 1.090
83 H -35.277 23.616 21.596  C51 1.090
84 H -35.304 24.185 19.798  C51 1.090
85 H -34.282 26.267 20.358  C52 1.090
86 H -33.894 25.734 21.870  C52 1.090
87 H -35.734 26.554 22.870  C53 1.090
88 H -36.493 25.225 22.264  C53 1.090
89 H -36.436 26.815 21.297  C53 1.090
90 C -27.632 23.740 22.288  C91 1.524, H107 1.090, H108 1.090, H109 1.090
91 C -26.259 23.099 22.459  C90 1.524, C92 1.493, H110 1.090, H111 1.090
92 C -26.330 22.090 23.556  C91 1.493, C93 1.644, H112 1.090, H113 1.090
93 C -24.943 21.239 23.793  C92 1.644, P94 1.846, H114 1.090, H115 1.090
94 P -24.965 19.774 24.916  C93 1.846, C95 1.794, C99 1.910, C103 1.862
95 C -25.985 18.498 24.176  P94 1.794, C96 1.621, H116 1.090, H117 1.090
96 C -25.160 18.021 22.865  C95 1.621, C97 1.605, H118 1.090, H119 1.090
97 C -25.890 17.057 21.810  C96 1.605, C98 1.572, H120 1.090, H121 1.090
98 C -25.838 15.558 22.283  C97 1.572, H122 1.090, H123 1.090, H124 1.090
99 C -23.264 18.924 25.095  P94 1.910, C100 1.538, H125 1.090, H126 1.090
100 C -22.292 19.034 23.907  C99 1.538, C101 1.498, H127 1.090, H128 1.090
101 C -20.915 18.639 24.345  C100 1.498, C102 1.559, H129 1.090, H130 1.090
102 C -20.637 17.256 25.010  C101 1.559, H131 1.090, H132 1.090, H133 1.090
103 C -25.777 20.190 26.538  P94 1.862, C104 1.470, H134 1.090, H135 1.090
104 C -25.330 19.334 27.647  C103 1.470, C105 1.594, H136 1.090, H137 1.090
105 C -25.770 20.004 29.025  C104 1.594, C106 1.574, H138 1.090, H139 1.090
106 C -25.163 19.126 30.182  C105 1.574, H140 1.090, H141 1.090, H142 1.090
107 H -28.490 23.195 21.895  C90 1.090
108 H -27.386 24.458 21.506  C90 1.090
109 H -27.941 24.297 23.172  C90 1.090
110 H -25.504 23.844 22.708  C91 1.090
111 H -25.958 22.644 21.515  C91 1.090
112 H -27.186 21.415 23.549  C92 1.090
113 H -26.545 22.646 24.469  C92 1.090
114 H -24.063 21.778 24.143  C93 1.090
115 H -24.626 20.831 22.834  C93 1.090
116 H -27.025 18.738 23.953  C95 1.090
117 H -25.937 17.788 25.002  C95 1.090
118 H -24.257 17.476 23.143  C96 1.090
119 H -24.901 18.862 22.221  C96 1.090
120 H -25.549 17.106 20.776  C97 1.090
121 H -26.905 17.452 21.855  C97 1.090
122 H -24.847 15.152 22.077  C98 1.090
123 H -26.678 15.019 21.845  C98 1.090
124 H -25.990 15.500 23.361  C98 1.090
125 H -23.477 17.863 25.223  C99 1.090
126 H -23.050 19.478 26.009  C99 1.090
127 H -22.195 20.106 23.734  C100 1.090
128 H -22.520 18.626 22.923  C100 1.090
129 H -20.596 19.450 25.000  C101 1.090
130 H -20.175 18.806 23.562  C101 1.090
131 H -21.285 17.117 25.875  C102 1.090
132 H -19.691 17.082 25.522  C102 1.090
133 H -20.720 16.512 24.218  C102 1.090
134 H -26.801 19.944 26.260  C103 1.090
135 H -25.577 21.215 26.852  C103 1.090
136 H -24.241 19.285 27.635  C104 1.090
137 H -25.656 18.294 27.669  C104 1.090
138 H -26.844 19.943 29.204  C105 1.090
139 H -25.404 21.008 29.240  C105 1.090
140 H -24.077 19.144 30.095  C106 1.090
141 H -25.435 18.070 30.187  C106 1.090
142 H -25.493 19.522 31.142  C106 1.090
143 C -33.101 21.985 14.128  C144 1.579, H160 1.090, H161 1.090, H162 1.090
144 C -32.383 23.259 14.725  C143 1.579, C145 1.553, H163 1.090, H164 1.090
145 C -31.207 23.801 13.869  C144 1.553, C146 1.621, H165 1.090, H166 1.090
146 C -30.231 22.552 13.530  C145 1.621, P147 1.885, H167 1.090, H168 1.090
147 P -28.486 23.255 13.410  C146 1.885, C148 1.945, C152 1.805, C156 1.863
148 C -27.210 21.951 12.739  P147 1.945, C149 1.588, H169 1.090, H170 1.090
149 C -27.229 20.571 13.523  C148 1.588, C150 1.501, H171 1.090, H172 1.090
150 C -26.122 20.528 14.537  C149 1.501, C151 1.561, H173 1.090, H174 1.090
151 C -26.213 19.607 15.794  C150 1.561, H175 1.090, H176 1.090, H177 1.090
152 C -28.554 24.626 12.237  P147 1.805, C153 1.582, H178 1.090, H179 1.090
153 C -28.572 26.123 12.750  C152 1.582, C154 1.438, H180 1.090, H181 1.090
154 C -29.323 26.977 11.870  C153 1.438, C155 1.539, H182 1.090, H183 1.090
155 C -29.068 28.433 12.299  C154 1.539, H184 1.090, H185 1.090, H186 1.090
156 C -28.061 23.782 15.145  P147 1.863, C157 1.597, H187 1.090, H188 1.090
157 C -26.538 24.098 15.506  C156 1.597, C158 1.509, H189 1.090, H190 1.090
158 C -26.409 23.933 17.000  C157 1.509, C159 1.514, H191 1.090, H192 1.090
159 C -27.329 24.826 17.805  C158 1.514, H193 1.090, H194 1.090, H195 1.090
160 H -33.588 22.156 13.168  C143 1.090
161 H -33.963 21.749 14.752  C143 1.090
162 H -32.488 21.091 14.020  C143 1.090
163 H -31.857 22.777 15.549  C144 1.090
164 H -33.012 24.053 15.130  C144 1.090
165 H -30.681 24.480 14.541  C145 1.090
166 H -31.667 24.332 13.035  C145 1.090
167 H -30.390 22.164 12.523  C146 1.090
168 H -30.073 21.680 14.165  C146 1.090
169 H -26.201 22.326 12.566  C148 1.090
170 H -27.665 21.697 11.782  C148 1.090
171 H -27.078 19.751 12.821  C149 1.090
172 H -28.149 20.471 14.099  C149 1.090
173 H -26.164 21.499 15.030  C150 1.090
174 H -25.124 20.356 14.135  C150 1.090
175 H -26.974 20.095 16.404  C151 1.090
176 H -25.279 19.505 16.347  C151 1.090
177 H -26.533 18.577 15.637  C151 1.090
178 H -29.460 24.441 11.660  C152 1.090
179 H -27.767 24.551 11.487  C152 1.090
180 H -27.570 26.537 12.860  C153 1.090
181 H -29.069 26.297 13.704  C153 1.090
182 H -30.393 26.779 11.930  C154 1.090
183 H -29.049 26.948 10.815  C154 1.090
184 H -29.363 28.560 13.341  C155 1.090
185 H -29.848 28.916 11.710  C155 1.090
186 H -28.158 28.875 11.896  C155 1.090
187 H -28.365 22.919 15.738  C156 1.090
188 H -28.798 24.510 15.486  C156 1.090
189 H -26.309 25.160 15.418  C157 1.090
190 H -25.808 23.563 14.899  C157 1.090
191 H -25.373 24.233 17.159  C158 1.090
192 H -26.607 22.879 17.197  C158 1.090
193 H -26.890 24.680 18.792  C159 1.090
194 H -28.379 24.535 17.817  C159 1.090
195 H -27.298 25.823 17.366  C159 1.090
196 C -19.257 29.965 22.394  C197 1.582, H213 1.090, H214 1.090, H215 1.090
197 C -19.258 29.374 20.927  C196 1.582, C198 1.547, H216 1.090, H217 1.090
198 C -19.404 27.834 20.961  C197 1.547, C199 1.533, H218 1.090, H219 1.090
199 C -19.151 27.208 19.585  C198 1.533, P200 1.746, H220 1.090, H221 1.090
200 P -19.845 25.632 19.299  C199 1.746, C201 1.778, C205 1.870, C209 1.930
201 C -19.112 24.703 17.973  P200 1.778, C202 1.472, H222 1.090, H223 1.090
202 C -17.640 24.717 17.950  C201 1.472, C203 1.611, H224 1.090, H225 1.090
203 C -17.040 24.227 16.538  C202 1.611, C204 1.501, H226 1.090, H227 1.090
204 C -17.347 25.289 15.522  C203 1.501, H228 1.090, H229 1.090, H230 1.090
205 C -21.707 25.610 19.139  P200 1.870, C206 1.576, H231 1.090, H232 1.090
206 C -22.524 26.406 20.227  C205 1.576, C207 1.481, H233 1.090, H234 1.090
207 C -22.833 27.815 19.895  C206 1.481, C208 1.511, H235 1.090, H236 1.090
208 C -23.766 28.536 20.841  C207 1.511, H237 1.090, H238 1.090, H239 1.090
209 C -19.354 24.695 20.913  P200 1.930, C210 1.503, H240 1.090, H241 1.090
210 C -19.771 23.255 21.024  C209 1.503, C211 1.595, H242 1.090, H243 1.090
211 C -19.516 22.638 22.473  C210 1.595, C212 1.579, H244 1.090, H245 1.090
212 C -18.009 22.583 22.941  C211 1.579, H246 1.090, H247 1.090, H248 1.090
213 H -18.287 29.859 22.880  C196 1.090
214 H -20.018 29.492 23.014  C196 1.090
215 H -19.377 31.049 22.380  C196 1.090
216 H -18.306 29.715 20.519  C197 1.090
217 H -19.911 29.855 20.199  C197 1.090
218 H -20.340 27.510 21.415  C198 1.090
219 H -18.790 27.445 21.773  C198 1.090
220 H -18.105 27.072 19.309  C199 1.090
221 H -19.536 27.968 18.905  C199 1.090
222 H -19.507 25.121 17.047  C201 1.090
223 H -19.499 23.694 18.117  C201 1.090
224 H -17.146 24.171 18.754  C202 1.090
225 H -17.221 25.708 18.127  C202 1.090
226 H -17.387 23.263 16.167  C203 1.090
227 H -15.951 24.189 16.531  C203 1.090
228 H -16.804 26.123 15.965  C204 1.090
229 H -18.370 25.655 15.436  C204 1.090
230 H -16.985 24.879 14.579  C204 1.090
231 H -21.957 24.551 19.189  C205 1.090
232 H -21.923 25.963 18.131  C205 1.090
233 H -22.026 26.433 21.196  C206 1.090
234 H -23.463 25.856 20.292  C206 1.090
235 H -23.398 27.906 18.967  C207 1.090
236 H -21.872 28.261 19.641  C207 1.090
237 H -24.711 28.063 21.107  C208 1.090
238 H -24.172 29.496 20.526  C208 1.090
239 H -23.343 28.760 21.821  C208 1.090
240 H -19.718 25.368 21.689  C209 1.090
241 H -18.264 24.721 20.891  C209 1.090
242 H -19.439 22.607 20.214  C210 1.090
243 H -20.856 23.216 20.925  C210 1.090
244 H -20.143 21.750 22.548  C211 1.090
245 H -20.094 23.313 23.104  C211 1.090
246 H -17.920 21.849 23.741  C212 1.090
247 H -17.684 23.530 23.372  C212 1.090
248 H -17.290 22.230 22.202  C212 1.090
249 C -22.798 24.470 15.014  C250 1.588, H266 1.090, H267 1.090, H268 1.090
250 C -21.578 23.943 14.145  C249 1.588, C251 1.509, H269 1.090, H270 1.090
251 C -21.448 22.442 14.226  C250 1.509, C252 1.502, H271 1.090, H272 1.090
252 C -20.840 21.979 15.518  C251 1.502, P253 1.830, H273 1.090, H274 1.090
253 P -20.303 20.235 15.653  C252 1.830, C254 1.869, C258 1.911, C262 1.769
254 C -19.015 19.879 14.347  P253 1.869, C255 1.562, H275 1.090, H276 1.090
255 C -18.527 18.401 14.479  C254 1.562, C256 1.569, H277 1.090, H278 1.090
256 C -17.913 17.701 13.215  C255 1.569, C257 1.467, H279 1.090, H280 1.090
257 C -19.001 17.450 12.264  C256 1.467, H281 1.090, H282 1.090, H283 1.090
258 C -21.783 19.077 15.305  P253 1.911, C259 1.551, H284 1.090, H285 1.090
259 C -22.324 18.415 16.600  C258 1.551, C260 1.478, H286 1.090, H287 1.090
260 C -22.987 17.096 16.511  C259 1.478, C261 1.578, H288 1.090, H289 1.090
261 C -23.799 16.780 17.826  C260 1.578, H290 1.090, H291 1.090, H292 1.090
262 C -19.528 19.911 17.209  P253 1.769, C263 1.568, H293 1.090, H294 1.090
263 C -18.234 20.753 17.487  C262 1.568, C264 1.599, H295 1.090, H296 1.090
264 C -17.666 20.454 18.951  C263 1.599, C265 1.540, H297 1.090, H298 1.090
265 C -16.155 20.746 19.013  C264 1.540, H299 1.090, H300 1.090, H301 1.090
266 H -22.539 24.575 16.067  C249 1.090
267 H -23.749 23.939 15.057  C249 1.090
268 H -22.923 25.467 14.590  C249 1.090
269 H -21.623 24.234 13.096  C250 1.090
270 H -20.676 24.529 14.320  C250 1.090
271 H -22.416 21.941 14.223  C251 1.090
272 H -20.858 22.110 13.371  C251 1.090
273 H -19.968 22.606 15.705  C252 1.090
274 H -21.491 22.133 16.378  C252 1.090
275 H -18.190 20.576 14.493  C254 1.090
276 H -19.505 20.046 13.388  C254 1.090
277 H -19.372 17.790 14.797  C255 1.090
278 H -17.749 18.475 15.238  C255 1.090
279 H -17.503 16.716 13.436  C256 1.090
280 H -17.086 18.219 12.728  C256 1.090
281 H -19.565 16.556 12.529  C257 1.090
282 H -18.705 17.207 11.243  C257 1.090
283 H -19.645 18.325 12.183  C257 1.090
284 H -21.476 18.337 14.566  C258 1.090
285 H -22.645 19.512 14.800  C258 1.090
286 H -22.863 19.124 17.227  C259 1.090
287 H -21.509 18.416 17.324  C259 1.090
288 H -22.220 16.327 16.416  C260 1.090
289 H -23.773 17.058 15.757  C260 1.090
290 H -24.657 17.450 17.757  C261 1.090
291 H -23.157 17.162 18.619  C261 1.090
292 H -24.205 15.786 18.012  C261 1.090
293 H -20.353 20.108 17.893  C262 1.090
294 H -19.379 18.831 17.203  C262 1.090
295 H -17.474 20.478 16.757  C263 1.090
296 H -18.425 21.810 17.299  C263 1.090
297 H -18.265 20.984 19.692  C264 1.090
298 H -17.693 19.397 19.214  C264 1.090
299 H -15.796 20.909 20.029  C265 1.090
300 H -15.839 21.599 18.412  C265 1.090
301 H -15.500 19.937 18.690  C265 1.090
302 N -22.346 21.293 18.859  S303 1.655, S307 1.398
303 S -22.289 20.405 20.254  N302 1.655, O304 1.432, O305 1.446, F306 1.623, S307 2.297
304 O -22.458 18.985 20.161  S303 1.432
305 O -22.679 20.929 21.544  S303 1.446
306 F -20.674 20.530 20.351  S303 1.623
307 S -23.585 21.899 19.087  N302 1.398, S303 2.297, O308 1.450, O309 1.422, F310 1.639
308 O -23.619 22.981 20.051  S307 1.450
309 O -24.708 21.079 18.791  S307 1.422
310 F -23.640 22.755 17.691  S307 1.639